[1]
The molecule C5H6O2, computed with wB97M-V/def2-TZVPD.

The geometry in XYZ format:
```
13
Properties=species:S:1:pos:R:3:forces:R:3:mulliken_charge:R:1
C 0.296 1.049 0.893 -0.783 1.322 -0.250 0.144
H 0.539 -1.432 -0.380 -0.176 0.493 -0.047 0.401
C -0.669 -0.039 0.721 -4.962 2.318 -0.203 0.656
O 0.211 0.111 1.810 1.475 -0.485 2.159 -0.362
C -0.446 -0.985 -0.207 0.562 -3.370 -2.632 -0.537
H -1.807 0.191 0.809 2.033 -0.099 0.572 0.241
C 1.494 1.523 0.241 2.262 2.234 -1.975 -0.981
O -1.205 -2.228 -2.041 0.103 -0.255 -0.739 -0.492
H 2.382 1.677 0.883 -0.626 -0.438 0.024 0.293
C -1.491 -1.584 -1.061 0.473 -0.157 1.268 -0.221
H -2.552 -1.593 -0.718 0.238 0.618 0.038 0.290
H 1.496 2.517 -0.422 -0.914 -1.924 1.721 0.268
H 1.751 0.793 -0.528 0.315 -0.257 0.061 0.301
```
Positions in Å, forces in eV/Å.

Results
Orbital gap (alpha / beta) ... 8.39 / 6.87 eV
HOMO energy (alpha / beta) ... -8.54 / -8.14 eV
Multiplicity ... 1
Charge ... 0
ΔE to the lowest compared entry with this formula, charge and spin ... 508.9 kJ/mol

---

[2]
The molecule C5H7N, computed with wB97M-V/def2-TZVPD.

The geometry in XYZ format:
```
13
Properties=species:S:1:pos:R:3:forces:R:3:mulliken_charge:R:1
H 3.503 -0.275 0.806 -0.007 0.206 -0.223 0.215
H -0.806 1.245 -1.522 0.305 -0.760 0.356 0.238
N -2.421 -0.802 0.106 3.151 0.895 0.929 -0.545
H -1.394 0.464 1.373 -0.240 0.649 2.023 0.379
C 0.439 0.318 0.160 -3.611 -1.289 -1.202 0.109
H 3.344 -1.088 -0.769 0.434 -1.123 -1.675 0.301
H -2.299 -1.109 -0.860 -0.239 -0.731 0.613 0.259
C 1.614 -0.173 0.035 0.192 0.230 -0.404 0.503
C 2.877 -0.501 -0.060 -0.523 0.886 2.469 -1.011
H -0.621 2.163 -0.122 -0.438 2.716 1.419 0.203
C -1.230 0.094 0.424 0.672 0.339 -1.534 -0.357
C -0.642 1.196 -0.434 0.588 -2.518 -0.944 -0.566
H -2.363 -1.533 0.864 -0.283 0.500 -1.828 0.272
```
Positions in Å, forces in eV/Å.

Results
Orbital gap ... 9.30 eV
HOMO energy ... -8.28 eV
Multiplicity ... 1
Charge ... 0
ΔE to the lowest compared entry with this formula, charge and spin ... 432.1 kJ/mol
SMILES string ... C=C=C1C[C@H]1N

---

[3]
The ion H2O2PS with charge -1, computed with wB97M-V/def2-TZVPD.

The geometry in XYZ format:
```
6
Properties=species:S:1:pos:R:3:forces:R:3:mulliken_charge:R:1
S 0.964 -0.840 0.039 2.169 3.335 -3.821 0.398
P -1.178 0.304 0.471 -0.147 0.285 -1.985 -0.219
O 0.595 -2.162 -0.479 -0.541 -0.253 0.227 -0.534
H -0.987 1.509 -0.388 -0.071 -1.222 0.501 0.033
H -0.969 1.124 1.552 0.531 0.351 1.117 -0.032
O 1.574 0.066 -1.195 -1.941 -2.496 3.960 -0.646
```
Positions in Å, forces in eV/Å.

Results
Orbital gap ... 7.29 eV
HOMO energy ... -3.16 eV
Multiplicity ... 1
Charge ... -1
ΔE to the lowest compared entry with this formula, charge and spin ... 143.9 kJ/mol
SMILES string ... O=S([O-])#[PH2]

---

[4]
A structure of composition C40H26F9MoN3O2PS, computed with wB97M-V/def2-TZVPD.

The geometry in XYZ format:
```
83
Properties=species:S:1:pos:R:3:forces:R:3:mulliken_charge:R:1
H 6.491 -1.682 -4.211 -0.005 -0.001 -0.010 0.436
C 2.210 -0.337 2.866 -0.130 0.024 0.080 -0.623
H -1.032 -2.414 -2.499 -0.106 0.043 -0.013 0.501
C 2.279 2.847 1.414 -0.032 0.027 0.033 0.394
C -2.668 0.462 0.330 0.077 0.105 0.032 1.585
C 1.058 2.785 2.087 0.066 -0.002 -0.042 -1.194
C -3.333 -0.750 0.514 -0.001 -0.012 0.033 -0.552
P -1.079 0.437 -0.492 0.120 -0.160 -0.069 1.390
C 4.412 -1.750 -3.687 0.021 0.015 0.051 -0.856
H -1.710 2.930 -1.411 -0.009 0.000 0.007 0.213
H -1.694 -4.671 -3.284 0.005 0.003 -0.006 0.487
S 0.220 -3.498 1.755 0.175 -0.073 -0.064 -0.272
H 4.090 -1.981 -4.692 -0.005 0.002 -0.024 0.461
H -2.915 -1.681 0.147 0.010 0.009 -0.018 0.261
C -1.557 2.326 -2.296 -0.016 -0.078 -0.058 -0.698
F -7.068 -0.732 2.243 0.028 0.066 0.024 -0.253
C 5.287 -1.170 -1.098 0.005 -0.014 -0.102 -0.611
F 3.776 2.701 3.191 -0.002 0.056 -0.074 -0.221
C -0.901 0.279 5.630 -0.121 -0.062 -0.079 -0.564
C 2.978 -1.196 -0.292 -0.219 -0.148 -0.296 0.696
C 0.002 2.096 1.529 -0.069 -0.041 0.034 -0.717
C -0.438 -4.103 0.240 0.023 -0.003 -0.037 0.543
H -1.502 -6.600 -1.716 -0.001 -0.017 -0.003 0.475
C 0.423 0.499 6.014 0.110 0.000 -0.033 -0.934
F -1.310 2.047 -7.032 -0.037 0.080 0.062 -0.260
Mo 0.284 -1.444 0.673 0.421 0.141 0.167 -0.750
C 0.156 1.491 0.271 0.049 0.094 -0.070 1.524
N 3.208 -0.821 0.910 -0.106 -0.005 0.057 -1.025
H -1.695 0.443 6.347 -0.012 0.001 0.004 0.508
C -5.099 0.415 1.638 -0.001 -0.001 -0.026 0.087
C 5.767 -1.582 -3.413 -0.017 -0.004 -0.004 -0.438
F 4.519 3.589 1.353 -0.009 -0.009 0.042 -0.263
H -0.940 2.038 2.058 0.032 -0.035 0.005 0.543
C 3.484 -1.633 -2.670 0.052 -0.058 -0.060 -0.242
H -2.748 2.611 0.608 0.002 -0.009 0.012 0.422
C -4.555 -0.772 1.168 -0.031 0.010 0.036 -1.049
O 1.658 -1.502 -0.567 -0.190 -0.012 0.173 0.243
H 5.617 -0.954 -0.091 -0.024 0.005 0.013 0.480
C 1.462 0.295 5.123 -0.093 0.001 -0.046 -0.830
H 0.637 0.827 7.022 0.008 0.010 0.018 0.475
H -0.639 -6.207 0.602 0.007 0.005 0.024 0.523
C -1.225 -0.158 4.349 0.288 0.054 0.094 -1.074
C 2.426 2.315 0.141 0.037 0.028 0.057 -1.075
H -0.931 0.272 -5.505 -0.006 -0.002 0.002 0.550
F -7.160 1.432 2.128 0.035 -0.057 0.046 -0.239
H -0.607 -0.779 -3.327 0.035 -0.063 0.051 0.098
H 2.433 -1.780 -2.879 -0.019 0.014 0.020 0.412
C 6.204 -1.294 -2.123 -0.054 0.003 0.033 -0.749
F 3.127 4.687 2.600 0.047 -0.077 0.007 -0.241
C -1.513 2.160 -4.686 0.012 -0.028 -0.028 0.131
H 7.259 -1.174 -1.922 0.006 0.004 -0.001 0.446
C -1.231 -5.604 -1.393 -0.011 0.082 -0.041 -0.267
H 3.365 2.417 -0.385 -0.014 -0.002 -0.007 0.609
H -2.246 -0.343 4.045 -0.018 -0.001 -0.026 0.649
H -5.085 -1.704 1.312 0.008 0.007 0.004 0.550
H -4.912 2.550 1.769 -0.004 0.001 0.017 0.521
C -3.237 1.660 0.773 -0.047 -0.028 -0.025 -0.325
C 3.921 -1.340 -1.373 0.134 0.116 0.280 0.538
C -0.173 -0.349 3.471 -0.042 0.045 -0.177 0.347
C -0.984 -3.267 -1.845 -0.043 0.001 -0.051 -0.384
H 2.489 0.459 5.425 0.010 0.003 -0.013 0.551
C -1.116 0.837 -4.603 0.006 0.046 -0.034 -1.076
C 1.175 -0.133 3.818 -0.112 -0.026 0.076 1.002
C -1.716 2.832 -6.033 -0.013 -0.003 -0.006 0.747
C -0.947 0.243 -3.360 0.081 -0.094 0.059 0.247
F -6.079 0.477 3.751 -0.064 -0.007 -0.146 -0.243
C 1.362 1.647 -0.438 -0.043 -0.065 0.015 -1.126
C -1.338 -4.531 -2.274 0.021 0.014 0.048 -0.920
C -6.386 0.396 2.441 0.018 0.009 0.052 0.811
F -1.026 3.977 -6.080 -0.061 -0.094 -0.020 -0.235
C -4.456 1.630 1.427 -0.008 -0.035 -0.002 -1.207
H -2.027 3.947 -3.609 -0.007 0.004 -0.003 0.476
H 0.948 3.265 3.051 0.000 0.014 -0.002 0.562
H 1.469 1.236 -1.435 -0.013 -0.003 -0.015 0.494
C -0.761 -5.396 -0.101 0.022 0.100 -0.017 -0.656
H 3.235 -0.105 3.139 -0.005 0.002 0.000 0.487
N 2.037 -0.782 1.644 0.255 0.022 -0.054 1.302
N -0.558 -3.051 -0.590 -0.205 -0.005 0.031 0.085
C -1.171 0.977 -2.204 -0.112 0.217 -0.028 1.498
F -3.011 3.114 -6.207 0.106 -0.012 -0.014 -0.227
C 3.452 3.486 2.134 -0.068 0.005 0.004 0.665
C -1.734 2.908 -3.535 0.031 0.000 0.005 -1.246
O -0.411 -0.771 2.208 -0.157 -0.140 0.032 0.623
```
Positions in Å, forces in eV/Å.

Results
Orbital gap ... 5.01 eV
HOMO energy ... -16.59 eV
Multiplicity ... 1
Charge ... +3
ΔE to the lowest compared entry with this formula, charge and spin ... 47.6 kJ/mol

---

[5]
The molecule C4H9FN2O, computed with wB97M-V/def2-TZVPD.

The geometry in XYZ format:
```
17
Properties=species:S:1:pos:R:3:forces:R:3:mulliken_charge:R:1
H -2.025 -0.543 0.343 0.060 -0.970 -0.650 0.359
F -0.455 2.738 -0.336 1.886 0.813 0.299 -0.313
H 2.063 -1.920 0.187 -2.066 -0.226 0.115 0.224
H 0.826 1.241 1.636 -0.426 -1.479 -3.077 0.214
C -1.331 -1.409 0.193 -0.888 0.827 0.034 0.021
C 0.949 2.527 -0.051 -1.178 -1.213 -1.667 -0.267
C 0.984 1.086 0.421 3.050 0.476 1.964 -0.149
H 1.594 2.721 -0.945 -1.064 -0.027 0.472 0.247
H 0.938 -1.932 -1.185 0.066 -0.217 -1.158 0.325
H 0.433 -3.052 0.104 1.372 1.131 -0.072 0.398
N -1.506 -2.642 -0.004 -2.684 -0.736 -1.232 -0.590
N -0.060 -0.995 0.380 3.989 0.674 -0.960 -0.091
H 2.161 0.721 0.322 -2.889 0.618 0.274 0.174
H -2.482 -2.839 -0.317 0.750 0.134 1.081 0.230
C 0.969 -2.086 -0.136 -0.442 1.395 1.305 -0.826
O 0.105 0.326 -0.388 0.495 -2.206 2.846 -0.274
H 1.284 3.108 0.776 -0.031 1.004 0.426 0.317
```
Positions in Å, forces in eV/Å.

Results
Orbital gap ... 10.28 eV
HOMO energy ... -9.33 eV
Multiplicity ... 1
Charge ... 0
ΔE to the lowest compared entry with this formula, charge and spin ... 349.5 kJ/mol
SMILES string ... [H]/N=C/N(C)OCCF

---

[6]
A cluster of 3 separate species, C34H71N7O9P in total, computed with wB97M-V/def2-TZVPD.

The geometry in XYZ format:
```
122
Properties=species:S:1:pos:R:3:forces:R:3:mulliken_charge:R:1
O 3.621 -0.596 -1.801 -1.776 0.009 -0.313 -0.574
H -6.602 -0.929 -5.940 0.012 -0.004 -0.029 0.384
O 7.466 -8.311 6.171 0.427 -0.105 -0.130 -0.341
C 1.725 -3.816 1.552 1.214 0.409 0.618 -0.777
H -4.416 3.023 -4.882 -0.196 -0.091 0.028 0.167
H 0.701 4.545 -4.206 -0.896 -1.563 0.768 0.353
H 3.055 1.146 -2.909 -0.366 -0.807 1.515 0.271
C -5.610 0.906 -6.433 -0.515 0.106 -0.259 -0.086
O 5.985 -5.728 2.763 -0.046 0.207 0.411 -0.428
H 1.008 2.935 0.428 -1.283 -1.287 -0.247 0.587
H 2.776 2.652 -0.868 0.320 -1.636 -0.153 0.231
C -0.977 2.546 1.255 0.846 1.391 -1.413 0.188
H 0.362 -1.960 2.680 1.315 1.275 -0.603 0.528
O -7.919 0.606 -5.731 -0.048 -0.051 -0.435 -0.342
C 2.370 1.050 0.694 2.383 1.518 -0.327 -0.422
H -0.351 -1.264 -0.473 -0.616 0.490 1.621 0.249
H 2.988 -2.043 1.139 -1.764 -0.341 -0.331 0.395
H -5.751 4.865 -1.588 0.346 -0.026 0.956 0.155
C -4.779 3.127 -7.056 -0.271 0.052 -0.021 -0.838
H -6.525 2.966 -4.154 0.013 -0.070 -0.123 0.271
C 5.586 -6.851 3.535 -0.104 -0.088 -0.395 -0.680
H 9.457 -7.716 6.490 -0.127 -0.009 -0.174 0.401
H 6.203 -4.531 4.455 0.008 -0.207 0.067 0.342
H 6.581 -3.807 2.910 0.012 -0.079 -0.025 0.350
H -7.557 3.544 -5.506 -0.074 -0.230 0.125 0.273
C -0.819 -0.941 0.520 -0.054 -0.111 0.639 -1.239
C -4.652 3.758 -5.661 0.217 0.339 -0.369 -0.104
H -2.890 5.790 1.670 0.643 0.582 -1.404 0.270
C -0.135 2.283 -1.306 -0.994 0.510 -4.433 0.466
N -1.163 -0.057 4.788 0.053 1.473 3.508 0.016
C 0.458 3.456 -2.171 -0.942 -1.523 -0.281 -0.351
N 0.925 0.839 0.585 0.024 0.391 0.553 1.307
H 1.694 0.271 -2.039 1.281 0.654 0.462 0.167
H 2.828 -2.976 3.417 -1.092 -1.423 -0.384 0.224
H -1.672 -0.058 2.677 1.661 0.814 -0.159 0.527
C 8.031 -9.379 5.426 -0.277 0.040 0.140 -0.719
N -0.897 1.935 2.627 0.821 0.374 0.268 0.145
C -1.259 5.071 0.295 0.276 1.840 0.185 -0.148
P -2.747 2.322 0.635 -4.051 3.805 1.978 0.500
H -1.763 -0.346 0.298 1.218 -0.660 0.245 0.114
H -9.335 0.199 -7.200 0.021 0.087 -0.052 0.344
N -0.632 2.775 -4.391 0.653 -0.470 4.177 -0.509
C -0.823 4.151 1.528 -0.265 0.129 0.170 -1.163
O -0.052 0.198 3.994 -0.371 0.969 -2.947 -0.218
C -2.426 6.144 0.683 -0.311 -0.820 0.228 -0.885
H 4.688 -7.271 3.076 0.042 0.090 -0.011 0.311
C 3.071 1.560 -0.696 -0.257 -0.390 0.854 -0.693
H 3.035 -1.328 -2.114 1.095 0.713 0.378 0.354
H 3.030 0.181 1.003 -1.621 0.618 -0.274 0.332
C 6.689 -4.729 3.493 0.231 0.255 -0.343 -0.309
H 1.152 4.212 -1.654 -1.194 -1.278 -0.822 0.266
H 0.648 -4.187 1.590 1.346 0.525 -0.262 0.380
H 8.181 -6.974 4.062 0.096 0.042 0.068 0.081
H -5.031 5.514 1.273 0.184 0.391 -1.556 0.293
C -0.641 0.464 2.669 -0.117 -2.216 0.262 -0.625
H -3.700 7.319 -0.728 0.320 -1.838 0.090 0.344
C 8.196 -4.997 3.632 -0.018 -0.314 -0.085 -0.904
H -3.796 4.440 -5.694 -0.085 -0.008 -0.013 0.321
H -6.467 4.296 -0.241 0.917 0.276 -0.128 0.236
H 2.390 -4.502 0.904 -1.390 1.165 0.708 0.329
H 0.268 4.414 1.799 -1.471 -0.911 -0.426 0.506
H 8.597 -5.173 2.629 -0.090 0.108 0.023 0.377
H -5.840 6.624 0.038 1.373 -0.633 0.302 0.332
H -1.982 7.181 0.860 -0.482 -1.510 -0.320 0.489
O -3.612 3.323 1.470 2.392 -2.547 -1.050 -0.643
H -1.916 1.029 -4.215 1.328 1.303 0.878 0.357
C -8.995 1.019 -6.560 0.005 -0.026 0.288 -0.726
H -5.004 3.930 -7.766 0.103 0.013 0.105 0.371
H -3.810 2.709 -7.352 -0.045 -0.015 0.101 0.402
C 0.209 3.661 -3.673 -1.104 -2.479 2.778 -0.558
H -8.710 1.878 -7.172 -0.079 -0.025 -0.197 0.313
C 1.122 -1.299 2.114 0.422 -0.284 -0.384 -1.671
H -1.770 2.198 3.132 0.326 -0.139 -0.252 0.726
C -1.206 1.722 -3.627 0.400 -0.011 1.190 -0.450
C 2.783 0.591 -1.931 0.354 0.961 -0.460 -0.270
H 3.201 -4.734 3.077 -1.226 1.250 -0.359 -0.030
N -5.811 2.105 -7.245 0.189 -0.096 0.253 -0.341
C 0.256 -0.116 1.447 -1.564 -2.091 -0.215 1.179
H 7.178 -5.742 5.966 -0.045 0.043 0.242 0.146
C -5.056 5.803 0.169 -0.287 -0.357 -0.497 -0.535
H -7.387 4.510 -4.049 0.085 0.014 -0.046 0.305
H 2.606 1.902 1.450 -0.329 -1.225 -0.888 0.122
H -1.567 0.463 -1.673 0.735 1.234 -0.987 0.072
H 5.349 -6.585 4.569 0.137 -0.006 0.009 0.311
O -0.990 0.463 5.844 -0.767 -1.522 -1.602 -0.309
H -5.409 1.164 -5.387 0.057 -0.199 0.144 0.111
C -3.601 6.214 -0.412 -0.626 0.900 0.725 -0.437
H -3.378 5.541 -1.312 -0.308 1.085 1.204 0.218
H 8.844 -5.251 6.332 -0.010 -0.002 -0.044 0.392
H -3.318 1.023 0.916 1.022 0.291 -0.630 0.142
H -1.544 4.529 -0.662 0.372 0.431 1.433 -0.163
H 6.354 -7.625 3.503 -0.044 -0.078 0.246 0.264
H -0.343 5.725 0.029 -1.320 -1.285 0.207 0.397
H -7.134 -0.254 -7.481 -0.028 0.203 0.066 0.406
H -6.708 2.515 -7.010 0.058 -0.091 -0.067 0.084
H 8.864 -9.838 5.967 0.026 0.024 -0.099 0.342
H 1.579 -2.118 -0.026 0.137 -0.235 1.496 0.030
H 1.942 -0.915 2.830 -1.674 -0.447 -0.965 0.530
H -1.141 -1.850 1.146 0.331 1.193 -1.186 0.439
H -4.751 0.349 -6.821 0.000 0.040 -0.017 0.405
O -5.767 4.560 -5.287 0.221 -0.413 0.210 -0.448
N 8.607 -6.140 4.449 -0.184 0.199 0.137 -0.312
H 7.257 -10.135 5.280 0.005 0.114 0.058 0.235
C 2.344 -3.956 3.057 0.739 -0.671 -0.293 -0.009
C 0.213 2.104 0.265 1.299 1.273 -0.694 -1.979
C 8.431 -7.348 6.598 -0.366 0.418 0.109 -0.801
H 8.365 -9.037 4.443 0.193 -0.093 -0.053 0.309
C -1.039 1.349 -2.144 2.177 3.599 -0.918 -0.025
H -1.438 4.419 2.465 0.650 -0.445 -1.577 0.571
H 4.199 1.571 -0.458 -1.691 -0.112 -0.582 0.570
C -6.853 3.838 -4.726 -0.090 0.437 -0.053 -0.666
H -9.822 1.318 -5.914 0.121 -0.043 0.019 0.237
H -0.121 2.396 3.159 -0.513 -0.296 -0.480 0.618
N -5.542 4.598 -0.603 -0.633 0.317 -0.195 -0.514
H 8.254 -7.178 7.664 0.025 0.014 -0.017 0.394
C 8.231 -6.024 5.858 0.143 -0.504 -0.182 -0.172
H 0.890 -5.164 3.599 0.550 0.758 0.609 0.349
H -2.948 2.724 -0.744 0.731 -0.950 0.726 0.133
O 1.356 -4.409 4.029 0.095 0.119 -1.315 -0.552
H 8.688 -4.095 4.013 -0.100 -0.044 0.047 0.416
C 1.856 -2.274 1.067 1.027 -0.519 0.510 -0.258
C -6.845 0.004 -6.456 0.374 0.071 0.407 -0.848
```
Positions in Å, forces in eV/Å.

Results
Orbital gap ... 6.37 eV
HOMO energy ... -10.02 eV
Multiplicity ... 1
Charge ... +1

---

no.,largest force on an atom (eV Å⁻¹)
1,5.48
2,4.02
3,5.52
4,0.47
5,4.16
6,5.90